Molecular formula: C4H6O
Method: DFT, ωB97M-V/def2-TZVPD

The geometry in XYZ format:
```
11
C4H6O (ωB97M-V/def2-TZVPD)
C 1.051 0.976 -0.444
C 1.463 0.047 0.685
C 0.410 -0.319 -0.135
C -0.985 -0.840 -0.301
O 1.626 -1.028 -0.184
H 0.527 1.795 -0.094
H 1.836 0.899 -1.298
H 1.542 -0.179 2.106
H -1.193 -1.259 -1.367
H -1.804 -0.080 -0.115
H -1.283 -1.623 0.302
```

Results
Energy relative to the best compared isomer or geometry (same formula, charge and spin) in kcal per mole: 102.4
Kohn-Sham gap in eV: 9.95
LUMO energy in Eh: 0.0390


Molecular formula: C22H36CaO3P2
Method: DFT, ωB97M-V/def2-TZVPD

The geometry in XYZ format:
```
64
C22H36CaO3P2 (ωB97M-V/def2-TZVPD)
P -0.530 -1.886 -1.761
P -0.594 1.645 -1.961
C -1.531 -0.776 -3.002
C -0.735 0.424 -3.208
H -2.557 -0.619 -2.628
H -1.586 -1.381 -3.912
H 1.556 -0.101 -2.957
H -0.361 0.642 -4.211
C -2.173 2.473 -1.650
H -2.079 3.015 -0.700
H -2.977 1.729 -1.606
H -2.379 3.177 -2.467
C 0.216 2.878 -3.163
H -0.405 2.934 -4.075
H 1.233 2.575 -3.470
H 0.274 3.873 -2.689
C -1.698 -2.799 -0.745
H -1.611 -2.478 0.332
H -1.429 -3.842 -0.697
H -2.734 -2.703 -1.082
C -0.210 -3.111 -3.131
H 0.425 -2.650 -3.909
H -1.131 -3.458 -3.619
H 0.328 -3.972 -2.715
Ca -2.576 -0.459 0.774
C 2.770 1.556 -1.768
C 1.774 1.515 -0.866
C 1.262 0.314 -0.088
C 1.945 -1.027 -0.294
C 1.688 -1.699 -1.648
C 2.168 -1.018 -2.879
C 3.644 -0.660 -2.815
C 3.884 0.585 -1.921
C -1.450 -2.340 2.236
H 2.878 2.456 -2.380
H 1.346 2.462 -0.479
H 0.175 0.136 -0.308
H 1.259 0.544 0.984
H 3.025 -0.920 -0.139
H 1.599 -1.713 0.512
H 1.913 -2.773 -1.560
H 1.938 -1.636 -3.761
H 3.968 -0.395 -3.826
H 4.259 -1.505 -2.470
H 4.208 0.231 -0.938
H 4.714 1.134 -2.374
H -0.523 -1.816 2.498
H -1.165 -3.398 2.133
H -2.140 -2.278 3.088
O 0.229 2.149 3.717
C -0.502 1.650 4.731
C -0.090 1.954 6.038
C -0.816 1.445 7.118
C -1.993 0.705 6.917
C -2.439 0.439 5.626
C -1.692 0.895 4.538
C -2.140 0.635 3.177
O -3.267 0.081 2.932
O -1.345 0.892 2.153
H -0.215 1.803 2.881
H 0.789 2.570 6.162
H -0.462 1.658 8.121
H -2.569 0.361 7.773
H -3.359 -0.121 5.429
```

Results
Energy relative to the best compared isomer or geometry (same formula, charge and spin) in kcal per mole: 131.2
Kohn-Sham gap (alpha / beta) in eV: 5.63 / 4.76
LUMO energy (alpha / beta) in Eh: -0.0272 / -0.0293


Molecular formula: C35H58OP2Sn
Method: DFT, ωB97M-V/def2-TZVPD

The geometry in XYZ format:
```
97
C35H58OP2Sn (ωB97M-V/def2-TZVPD)
Sn 0.132 0.725 0.122
C -0.549 3.691 0.215
C -1.323 3.398 1.373
C 0.885 2.974 1.885
C 0.828 3.454 0.537
C -0.446 2.941 2.394
C -1.039 4.293 -1.045
H -2.108 4.104 -1.201
H -0.495 3.921 -1.925
H -0.898 5.387 -1.017
C 1.989 3.639 -0.359
H 1.712 4.210 -1.254
H 2.426 2.682 -0.689
H 2.782 4.193 0.164
C 2.119 2.581 2.597
H 2.880 3.372 2.527
H 2.556 1.672 2.153
H 1.929 2.391 3.659
C -0.821 2.596 3.782
H -0.625 3.450 4.450
H -0.243 1.745 4.168
H -1.886 2.352 3.866
C -2.764 3.691 1.548
H -2.893 4.687 2.001
H -3.252 2.967 2.214
H -3.301 3.700 0.591
C -3.825 -2.794 -2.876
C -4.611 -1.704 -2.861
C -6.024 -1.684 -2.348
C -6.292 -2.526 -1.062
C -5.221 -2.448 -0.022
C -4.206 -3.322 0.110
C -3.888 -4.421 -0.858
C -4.205 -4.147 -2.365
H -6.715 -2.042 -3.135
H -6.492 -3.566 -1.350
H -6.325 -0.645 -2.142
H -5.264 -4.371 -2.552
H -2.892 -2.787 -3.446
H -4.317 -0.817 -3.438
H -3.623 -4.884 -2.944
H -2.816 -4.666 -0.781
H -3.608 -3.343 1.032
H -4.425 -5.341 -0.561
H -7.221 -2.138 -0.612
H -5.379 -1.648 0.709
P -1.625 -0.087 -1.598
C -1.020 -0.662 -3.190
C -3.123 0.924 -1.635
P -1.483 -1.062 1.337
C -1.909 -1.499 -0.445
C -3.059 -0.620 2.127
C -0.786 -2.553 2.114
H 0.062 -0.875 -3.138
H -1.189 0.128 -3.940
H -1.557 -1.571 -3.489
H -4.001 0.288 -1.836
H -3.020 1.666 -2.446
H -3.283 1.465 -0.687
H -1.394 -3.436 1.866
H -0.783 -2.413 3.207
H 0.252 -2.721 1.783
H -1.337 -2.386 -0.765
H -2.976 -1.735 -0.533
H -2.913 -0.605 3.220
H -3.833 -1.361 1.875
H -3.393 0.379 1.799
C 3.301 -3.294 0.934
C 3.353 -2.569 -0.418
C 1.980 -2.039 -0.822
C 4.482 -1.534 -0.411
C 5.759 -1.940 -0.752
C 6.850 -1.070 -0.705
C 6.661 0.247 -0.289
C 5.412 0.713 0.073
C 5.256 2.145 0.581
C 5.961 2.363 1.919
C 5.771 3.169 -0.436
C 4.257 -0.167 0.025
O 3.107 0.253 0.384
H 3.085 -2.582 1.743
H 4.271 -3.767 1.143
H 2.533 -4.078 0.933
H 3.647 -3.310 -1.175
H 1.553 -1.468 0.014
H 2.053 -1.384 -1.696
H 1.300 -2.866 -1.064
H 5.907 -2.979 -1.062
H 7.845 -1.421 -0.976
H 7.502 0.943 -0.241
H 4.179 2.299 0.720
H 7.045 2.226 1.806
H 5.771 3.378 2.289
H 5.590 1.655 2.667
H 5.284 3.037 -1.410
H 5.555 4.188 -0.087
H 6.859 3.067 -0.568
```

Results
Kohn-Sham gap (alpha / beta) in eV: 5.80 / 6.42
Net charge: +2
LUMO energy (alpha / beta) in Eh: -0.2580 / -0.2398


Molecular formula: C60H87BF5NO24S3
Method: DFT, ωB97M-V/def2-TZVPD

The geometry in XYZ format:
```
181
C60H87BF5NO24S3 (ωB97M-V/def2-TZVPD)
C 2.640 -2.512 0.427
C 1.196 -2.277 1.016
N 0.117 -1.659 0.028
C 0.075 -2.620 -1.217
C -1.346 -1.585 0.555
C -1.538 -0.502 1.657
C 0.657 -0.269 -0.480
C -0.265 0.521 -1.471
O -0.181 -0.235 -2.688
C -1.039 0.386 -3.687
H 2.716 -3.425 -0.163
H 3.218 -2.525 1.351
H 3.157 -1.754 -0.162
H 1.320 -1.504 1.774
H 0.762 -3.202 1.396
H -0.516 -2.260 -2.059
H -0.214 -3.547 -0.722
H 1.092 -2.837 -1.546
H -1.523 -2.555 1.021
H -2.048 -1.651 -0.276
H -2.520 -0.697 2.087
H -1.428 0.527 1.315
H -0.942 -0.607 2.564
H 1.612 -0.490 -0.957
H 0.848 0.274 0.445
H 0.040 1.561 -1.587
H -1.316 0.533 -1.185
H -1.882 -0.188 -4.071
H -0.376 0.493 -4.545
H -1.292 1.444 -3.621
O 1.408 8.226 -2.650
C 1.709 7.538 -1.684
O 2.764 6.759 -1.610
B 2.735 6.154 -0.222
O 1.590 6.762 0.404
C 0.911 7.500 -0.434
O -0.240 7.988 -0.300
O 2.781 4.710 -0.133
C 3.954 4.311 0.264
O 4.362 3.168 0.401
C 4.752 5.586 0.586
O 3.916 6.538 0.529
O 5.959 5.672 0.912
F -1.393 -5.296 -5.802
C -2.080 -6.394 -5.432
C -1.636 -7.638 -5.856
C -2.472 -8.729 -5.684
C -3.724 -8.669 -5.120
C -4.169 -7.413 -4.675
C -3.386 -6.244 -4.917
H -0.679 -7.531 -6.346
H -2.156 -9.737 -5.908
H -4.398 -9.505 -5.011
H -5.156 -7.256 -4.266
H -3.739 -5.257 -4.658
F -6.211 -0.784 -4.080
C -7.302 -1.035 -4.833
C -7.345 -0.481 -6.097
C -8.419 -0.835 -6.896
C -9.349 -1.730 -6.442
C -9.203 -2.334 -5.250
C -8.135 -2.024 -4.417
H -6.547 0.214 -6.311
H -8.561 -0.475 -7.904
H -10.167 -2.102 -7.042
H -9.894 -3.148 -5.087
H -8.159 -2.578 -3.491
F 4.101 -8.199 -3.045
C 4.627 -7.994 -1.823
C 5.836 -7.435 -1.661
C 6.422 -7.244 -0.392
C 5.758 -7.726 0.731
C 4.510 -8.287 0.636
C 3.950 -8.353 -0.623
H 6.362 -7.008 -2.503
H 7.381 -6.750 -0.345
H 6.160 -7.602 1.726
H 3.909 -8.395 1.526
H 2.998 -8.862 -0.666
F 6.066 -1.748 6.490
C 6.546 -0.523 6.859
C 6.610 0.511 5.898
C 7.000 1.763 6.260
C 7.469 2.017 7.559
C 7.485 1.015 8.583
C 6.974 -0.256 8.217
H 6.367 0.257 4.877
H 6.924 2.669 5.677
H 7.786 3.006 7.853
H 7.913 1.202 9.557
H 6.802 -0.998 8.984
F 6.321 -1.948 -4.206
C 5.570 -0.861 -4.474
C 5.898 0.266 -3.849
C 5.244 1.460 -4.193
C 4.335 1.488 -5.242
C 4.000 0.290 -5.810
C 4.525 -0.896 -5.395
H 6.626 0.297 -3.052
H 5.612 2.384 -3.773
H 3.846 2.336 -5.699
H 3.325 0.305 -6.653
H 4.208 -1.856 -5.776
C -5.645 4.984 -2.752
S -7.366 4.603 -3.318
O -8.237 4.705 -2.082
C -7.523 6.182 -4.338
H -5.708 5.792 -2.024
H -5.079 5.269 -3.639
H -5.162 4.130 -2.276
H -8.500 6.256 -4.814
H -6.782 6.129 -5.136
H -7.398 7.078 -3.730
C -2.461 -6.023 7.623
S -2.413 -4.553 6.518
O -1.277 -4.723 5.513
C -4.092 -4.989 5.637
H -1.528 -6.463 7.974
H -3.066 -6.827 7.201
H -3.058 -5.798 8.507
H -4.449 -4.163 5.022
H -4.798 -5.089 6.461
H -3.926 -5.912 5.080
C -7.869 0.240 1.523
S -8.186 -1.559 1.801
O -6.880 -2.290 1.611
C -8.567 -1.573 3.605
H -7.772 0.548 0.482
H -7.053 0.639 2.126
H -8.809 0.734 1.767
H -9.341 -0.919 4.006
H -7.727 -1.371 4.269
H -8.803 -2.588 3.927
C 1.331 1.517 7.086
O 1.910 2.807 7.162
C 1.674 3.778 6.245
O 0.967 3.665 5.254
O 2.384 4.845 6.609
C 2.528 5.958 5.766
H 0.249 1.542 6.950
H 1.607 0.936 7.966
H 1.719 0.962 6.232
H 3.022 6.716 6.373
H 1.520 6.279 5.503
H 3.216 5.907 4.922
C -4.053 6.057 3.753
O -4.969 5.326 4.537
C -5.947 5.973 5.168
O -6.270 7.120 5.056
O -6.421 5.120 6.084
C -7.424 5.521 6.993
H -4.461 6.944 3.268
H -3.541 5.554 2.933
H -3.377 6.530 4.466
H -8.394 5.573 6.498
H -7.435 6.559 7.325
H -7.478 4.816 7.823
C 10.134 -0.866 1.542
O 10.401 -0.729 2.926
C 10.324 -1.811 3.659
O 9.783 -2.879 3.354
O 11.108 -1.615 4.804
C 11.172 -2.396 5.922
H 9.048 -0.892 1.453
H 10.442 -1.832 1.141
H 10.508 -0.039 0.939
H 10.214 -2.859 6.157
H 11.525 -1.823 6.780
H 11.849 -3.247 5.850
C -1.705 3.301 -11.322
O -0.582 3.855 -10.545
C -0.772 4.373 -9.291
O -1.786 4.579 -8.588
O 0.479 4.722 -8.850
C 0.591 5.598 -7.723
H -2.580 3.114 -10.699
H -1.448 2.344 -11.776
H -2.166 4.018 -12.002
H -0.149 6.397 -7.760
H 1.567 6.081 -7.668
H 0.344 5.060 -6.807
```

Results
Energy relative to the best compared isomer or geometry (same formula, charge and spin) in kcal per mole: 200.9
Kohn-Sham gap in eV: 8.44
LUMO energy in Eh: -0.0180


Molecular formula: C24H26BN4O2PbSe2
Method: DFT, ωB97M-V/def2-TZVPD

The geometry in XYZ format:
```
60
C24H26BN4O2PbSe2 (ωB97M-V/def2-TZVPD)
Pb -0.856 0.246 -2.159
Se 0.195 2.498 -3.754
Se 1.720 0.501 -2.920
C 1.236 -0.630 -4.396
C 2.277 -1.093 -5.179
C 1.946 -2.069 -6.076
C 0.609 -2.448 -6.241
C -0.359 -1.842 -5.525
N -0.028 -0.924 -4.594
C 0.080 3.493 -2.066
C 0.720 4.719 -1.924
C 0.502 5.406 -0.720
C -0.258 4.789 0.261
C -0.690 3.495 0.094
N -0.546 2.869 -1.099
H 3.295 -0.671 -5.040
H 2.669 -2.481 -6.726
H 0.367 -3.176 -6.985
H -1.382 -1.956 -5.648
H 1.429 5.140 -2.670
H 0.954 6.393 -0.533
H -0.506 5.283 1.202
H -1.199 2.970 0.885
C -4.424 0.234 -4.469
C -4.346 0.160 -2.979
N -3.575 0.875 -2.128
C -3.987 0.444 -0.868
C -4.950 -0.541 -0.966
N -5.126 -0.709 -2.303
H -3.425 0.046 -4.844
H -4.772 1.260 -4.712
H -5.139 -0.451 -4.976
H -3.578 0.969 0.065
H -5.556 -0.975 -0.179
H -5.766 -1.363 -2.746
C 3.653 -2.353 4.170
C 2.551 -1.779 5.036
C 3.036 -0.949 6.214
C 1.718 -2.935 5.633
C 1.624 -0.942 4.156
C 0.301 -0.640 4.483
C -0.677 -0.187 3.582
C -0.251 0.062 2.276
O -0.960 0.490 1.155
B 0.015 0.533 0.079
O 1.261 0.189 0.657
C 1.090 -0.086 2.020
C 2.068 -0.517 2.854
H 3.939 -3.290 4.697
H 4.463 -1.583 3.980
H 3.295 -2.676 3.188
H 3.518 -1.573 7.045
H 2.186 -0.427 6.679
H 3.776 -0.205 5.880
H 2.431 -3.700 6.083
H 1.116 -3.479 4.858
H 1.081 -2.601 6.464
H -0.122 -0.983 5.447
H -1.706 -0.047 3.828
H 3.065 -0.782 2.456
```

Results
Kohn-Sham gap (alpha / beta) in eV: 4.64 / 4.23
Net charge: +3
LUMO energy (alpha / beta) in Eh: -0.4224 / -0.4403